No. 1
# C9H14NO

A gas-phase ion, C9H14NO (charge +1) (ωB97M-V/def2-TZVPD, OMol25).

Cartesian coordinates (Å):
C 3.171 0.725 -0.429
C 1.790 0.770 -0.029
C -1.737 1.048 0.260
C -2.323 -0.078 -0.648
C -0.435 0.805 1.025
C -2.210 -1.597 -0.302
C 4.247 -0.173 -0.270
C 0.108 -1.141 -0.206
C 0.583 0.066 0.240
N -0.919 -1.669 0.458
O 4.134 -1.316 0.295
H 3.613 1.643 -0.872
H 1.547 1.820 -0.073
H -1.667 1.933 -0.422
H -2.587 1.328 0.917
H -3.415 0.101 -0.593
H -2.043 -0.221 -1.819
H 0.099 1.709 1.271
H -0.659 0.310 2.035
H -2.883 -1.914 0.419
H -2.178 -2.359 -1.032
H 5.263 0.231 -0.591
H 0.266 -1.645 -1.095
H -0.914 -1.351 1.454
H 5.041 -1.724 0.405

Its SMILES is O/C=C\C=C1/C=[NH+]CCCC1. The calculation puts the molar mass at 152.217 g mol⁻¹. Its HOMO energy is -12.10 eV. The net charge is +1. The value obtained for the LUMO energy is -0.191 Eh. The relative energy (zero: lowest compared OMol25 entry of this formula, charge and spin) is 358.53 kJ/mol. Its HOMO-LUMO gap is 0.254 Eh.

***

No. 2
# C9H14NO

A gas-phase ion, C9H14NO (charge +1) (ωB97M-V/def2-TZVPD, OMol25).

Cartesian coordinates (Å):
C -2.390 1.744 -3.257
C -1.514 1.464 -2.512
C -0.179 -1.466 1.029
C 1.696 -0.106 0.096
C -0.441 -0.365 -1.298
C -0.216 -0.268 1.991
C 2.124 -0.094 1.523
C 0.517 -1.048 -0.177
C -0.608 1.139 -1.314
N 1.175 -0.069 2.393
O -1.218 1.625 -0.161
H -2.891 2.176 -4.008
H 0.274 -2.252 1.562
H -1.097 -2.004 1.000
H 1.415 0.942 -0.193
H 2.652 -0.379 -0.459
H -0.043 -0.889 -2.173
H -1.444 -0.858 -1.029
H -0.573 0.586 1.382
H -0.849 -0.303 2.917
H 3.117 -0.179 1.875
H 0.399 1.401 -1.516
H 0.842 -1.971 -0.705
H 1.421 -0.285 3.379
H -2.170 1.460 -0.342

Its SMILES is C#C[C@@H](O)C[C@H]1CC=[NH+]CC1. The calculation puts the molar mass at 152.217 g mol⁻¹. Its HOMO energy is -13.29 eV. The net charge is +1. The value obtained for the LUMO energy is -0.162 Eh. The relative energy (zero: lowest compared OMol25 entry of this formula, charge and spin) is 324.72 kJ/mol. Its HOMO-LUMO gap is 0.327 Eh.

***

No. 3
# C9H14NO

A molecular structure, C9H14NO (ωB97M-V/def2-TZVPD, OMol25).

Cartesian coordinates (Å):
C 0.657 0.493 2.391
C 1.006 -0.529 3.211
C 1.283 0.317 1.162
C 2.033 -0.902 1.320
C -2.678 0.160 -0.959
C -1.806 1.293 -1.400
C -1.341 0.051 -0.701
C 2.795 -1.590 0.209
C -1.397 1.491 -2.875
N -0.378 -0.708 -0.337
O 1.775 -1.361 2.502
H -0.063 1.231 2.832
H 0.714 -0.795 4.160
H -3.421 0.515 -0.292
H -3.109 -0.726 -1.509
H -1.973 2.099 -0.795
H 2.947 -0.861 -0.575
H 3.749 -2.107 0.457
H 2.030 -2.259 -0.065
H -0.531 2.104 -3.053
H -2.266 1.931 -3.325
H -1.170 0.518 -3.368
H 0.349 -0.199 0.248
H -0.556 -1.482 0.361
H 1.350 1.317 0.401

The calculation puts the molar mass at 152.217 g mol⁻¹. Its HOMO energy is -12.34 eV. The net charge is +1. The value obtained for the LUMO energy is -0.154 Eh. The relative energy (zero: lowest compared OMol25 entry of this formula, charge and spin) is 451.82 kJ/mol. Its HOMO-LUMO gap is 0.300 Eh.